1.
DFT (the ωB97M-V functional and the def2-TZVPD basis) results for C3H12N6O3Tl as an isolated structure in a non-equilibrium geometry.

Positions of all 25 atoms, in Å:
Tl -0.87928 1.99549 1.12664
C 3.25474 2.19644 1.02037
O 2.03677 2.02412 0.78218
N 3.82760 3.42226 0.92308
N 4.06550 1.20387 1.44649
H 3.20940 4.18415 0.66789
H 4.81673 3.55690 1.09099
H 3.72834 0.25612 1.50888
H 5.03204 1.36237 1.70350
C 0.15827 -1.88701 0.67069
O 0.37985 -0.66232 0.86644
N -0.87350 -2.27767 -0.10233
N 0.87415 -2.85245 1.28190
H -1.39912 -1.51980 -0.53703
H -1.27578 -3.19839 0.03861
H 1.69557 -2.53890 1.77974
H 0.88520 -3.80601 0.94098
C -3.35112 -0.06425 -1.58540
O -2.46797 0.24178 -0.71990
N -4.57308 -0.44009 -1.18882
N -3.04871 -0.11276 -2.89806
H -5.29022 -0.73511 -1.83783
H -4.77977 -0.37908 -0.20196
H -3.75120 -0.42199 -3.55762
H -2.27442 0.45233 -3.21942

Computed properties:
Energy relative to the best compared isomer or geometry (same formula, charge and spin) (kcal/mol): 26.8
Energy (eV): -23050.5831
Orbital gap (eV): 2.458
Net charge: +3



2.
DFT (the ωB97M-V functional and the def2-TZVPD basis) results for a 2-piece molecular cluster, C3H12NO overall in a non-equilibrium geometry.

Positions of all 17 atoms, in Å:
C -0.83728 -1.70363 1.99784
O -0.63382 -0.36248 1.35231
H -1.87948 -1.62027 2.18049
H -0.71955 -2.47355 1.26585
H -0.24913 -1.96177 2.91931
H -0.24394 0.12302 2.04900
C 1.25512 1.34992 -0.38272
N -0.05058 0.89676 -0.96437
C 0.22482 -0.11936 -2.12908
H 2.05083 1.39609 -1.35478
H 1.26802 2.31060 0.07425
H 1.47975 0.63116 0.32342
H -0.45530 1.80912 -1.30775
H -0.57184 0.34060 -0.19084
H -0.64340 -0.08568 -2.77055
H 0.38025 -1.10812 -1.61154
H 1.15254 0.09977 -2.56098

Computed properties:
Energy relative to the best compared isomer or geometry (same formula, charge and spin) (kcal/mol): 50.7
Energy (eV): -6835.2148
Orbital gap (eV): 12.075
Net charge: +1